(1)
Here is a cluster of 2 separate species, C28H46BNO9 in total from the Open Molecules 2025 dataset. Energies are from the ωB97M-V functional and the def2-TZVPD basis.

Computed properties:
Multiplicity: 1
Orbital gap, eV: 7.8
Net charge: 0
Highest occupied orbital energy, eV: -8.74
E, Ha: -1851.3747
LUMO energy, eV: -0.99

Atoms and positions in Å:
C 1.721183 0.941094 -7.624525
C 1.660280 1.450842 -6.534052
C 1.582103 2.084173 -5.212908
C 0.309384 1.696494 -4.430844
C 0.541389 1.451556 -2.944532
C 1.248590 0.124099 -2.547092
C 1.765781 -0.806808 -3.658523
N 0.624110 -1.776713 -3.968818
C 0.170682 -1.827287 -5.397744
C 1.097965 -2.707198 -6.217684
C 0.853578 -4.200276 -6.006953
C -0.462489 -1.457576 -2.956578
C 0.311869 -0.847941 -1.806080
C -0.540692 -0.268679 -0.679145
C -0.871126 -1.287601 0.411503
C -1.548848 -0.644357 1.616965
C -2.087533 -1.664720 2.626634
C -1.049441 -2.100365 3.676931
C -1.181208 -1.413714 5.046436
C -0.913903 -2.359907 6.216506
C -0.780774 -1.634055 7.567137
C 0.663424 -1.512526 8.098156
C 0.836524 -2.134514 9.481459
C 2.296013 -2.242335 9.955602
O 3.155507 -1.282736 9.369995
C 4.045870 -1.767447 8.395229
H 1.772641 0.489299 -8.582023
H 2.486222 1.832019 -4.650181
H 1.587762 3.169504 -5.336418
H -0.188477 0.847238 -4.889848
H -0.376576 2.531089 -4.538388
H 1.074877 2.304938 -2.535108
H -0.435574 1.470085 -2.456929
H 2.092971 0.358049 -1.897022
H 2.562925 -1.410593 -3.223241
H 2.157358 -0.371728 -4.573152
H 0.968998 -2.712864 -3.767673
H -0.846986 -2.222858 -5.400983
H 0.145215 -0.816595 -5.785000
H 2.141136 -2.457921 -6.001678
H 0.946328 -2.447337 -7.266025
H 0.912320 -4.492475 -4.952860
H 1.591545 -4.796527 -6.540993
H -0.137481 -4.478746 -6.367052
H -1.122945 -0.729994 -3.429005
H -1.014268 -2.371561 -2.742183
H 0.937711 -1.648947 -1.386459
H -1.476782 0.134194 -1.074507
H -0.001003 0.570691 -0.232150
H -1.521948 -2.072348 0.009185
H 0.055249 -1.779462 0.730217
H -0.824969 0.004820 2.121350
H -2.355549 0.009722 1.273902
H -2.452728 -2.545634 2.091821
H -2.952575 -1.234160 3.136303
H -0.044788 -1.917686 3.283316
H -1.128672 -3.181338 3.827155
H -0.464796 -0.588702 5.115870
H -2.179763 -0.980715 5.147292
H -1.726656 -3.090220 6.268264
H 0.002316 -2.920500 6.006854
H -1.217918 -0.636284 7.478503
H -1.383537 -2.162953 8.309464
H 1.354210 -1.979178 7.391216
H 0.943002 -0.460649 8.162182
H 0.264719 -1.547934 10.204594
H 0.403427 -3.139931 9.477897
H 2.678155 -3.252079 9.769569
H 2.338716 -2.080910 11.035471
H 4.875769 -1.064329 8.332002
H 3.576149 -1.843374 7.407921
H 4.445300 -2.749880 8.670584
B -2.455359 6.537900 -3.857346
O -1.848744 6.333281 -5.197525
C -0.802966 5.544901 -5.105944
O -0.107585 5.134551 -5.994403
C -0.631488 5.173358 -3.617795
O 0.221148 4.430783 -3.203682
O -1.586868 5.747235 -2.936417
O -2.499081 7.947752 -3.479475
C -3.756360 8.306798 -3.231149
O -4.133704 9.387569 -2.897579
C -4.643390 7.055296 -3.450427
O -5.827170 6.994146 -3.315881
O -3.837703 6.059693 -3.811507

Atoms 1-6, force components in eV/Å:
-0.08 0.07 0.68
0.07 -0.08 -0.33
0.02 -0.05 -0.14
0.14 0.23 0.00
-0.14 -0.29 -0.15
-0.05 0.18 -0.12

Mulliken atomic charge list, values in e, 4 entries: C -0.182; C -0.430; C -0.872; C -0.651

(2)
Here is a structure of composition C24H36CuN4OS from the Open Molecules 2025 dataset. Energies are from the ωB97M-V functional and the def2-TZVPD basis.

Computed properties:
Multiplicity: 1
Orbital gap, eV: 6.5
ΔE to the lowest compared entry with this formula, charge and spin, eV: 0.000
Net charge: -1
Highest occupied orbital energy, eV: -3.85
E, Ha: -3269.0519
LUMO energy, eV: 2.69

Atoms and positions in Å:
Cu -1.705233 -1.293612 0.686183
C 2.654650 -0.206752 -0.320801
N 1.474162 -0.471668 0.472819
C 1.529476 -0.209994 1.715644
C 0.443059 -0.319726 2.653527
C 0.531042 0.031624 4.004574
C -0.751004 -0.137552 4.540935
C -1.544894 -0.580298 3.482096
N -0.836542 -0.691603 2.339151
C 2.327007 0.698993 -1.486989
C 3.270794 1.592443 -1.983457
C 2.986860 2.392460 -3.084005
C 1.742985 2.314156 -3.694218
C 0.788778 1.437382 -3.191728
C 1.075493 0.634334 -2.097785
H 3.029907 -1.155508 -0.721512
H 3.467757 0.243625 0.272470
H 2.465355 0.169248 2.161621
H 1.425604 0.363848 4.512734
H -1.070220 0.031052 5.558091
H -2.597304 -0.824039 3.496866
H 4.242892 1.658060 -1.505730
H 3.735735 3.080018 -3.459390
H 1.514300 2.939959 -4.548549
H -0.192354 1.381447 -3.647457
H 0.326428 -0.032543 -1.688991
N -1.646297 1.310474 -0.270475
C -0.993768 2.215205 0.025008
N -0.272731 3.287089 0.380738
C 0.405862 3.975848 -0.726593
C 0.853398 5.353023 -0.264181
C 1.732716 5.246483 0.979422
C 1.007016 4.476690 2.080407
C 0.566515 3.113682 1.575810
H -0.291523 4.043493 -1.560892
H 1.270330 3.388833 -1.059169
H -0.029393 5.959263 -0.039367
H 1.392477 5.842159 -1.078873
H 2.023355 6.239839 1.329229
H 2.654926 4.714504 0.719277
H 0.127680 5.038289 2.409431
H 1.653853 4.339398 2.949557
H -0.004060 2.562975 2.322292
H 1.445764 2.509680 1.318965
C -3.288095 -4.319773 0.495803
C -3.826196 -3.166683 -0.348228
C -4.565028 -3.731034 -1.566498
C -2.724168 -2.172824 -0.737152
H -4.073953 -5.031059 0.771920
H -2.819757 -3.942420 1.406983
H -2.526484 -4.876347 -0.062557
H -4.565358 -2.635066 0.264928
H -3.867234 -4.290396 -2.199661
H -4.981113 -2.923999 -2.173471
H -5.381331 -4.407392 -1.286822
H -3.187182 -1.365931 -1.325617
H -2.053925 -2.680530 -1.455285
C 0.129624 -4.616321 -1.912835
S 0.997870 -3.254343 -1.118180
C 0.589423 -3.717346 0.562132
O 2.456660 -3.554966 -1.295492
H 0.535322 -5.555986 -1.536963
H 0.310202 -4.531098 -2.982899
H -0.936653 -4.530011 -1.707428
H -0.487670 -3.617110 0.700102
H 1.093392 -3.006677 1.212833
H 0.940787 -4.734967 0.737674

Atoms 1-6, force components in eV/Å:
0.11 -0.09 0.11
-0.04 -0.01 0.00
0.01 0.00 -0.03
0.01 0.04 0.01
-0.01 0.02 0.00
0.01 -0.01 -0.01

Mulliken atomic charge list, values in e, 4 entries: Cu -0.743; C -1.719; N 0.618; C -0.794

(3)
Here is a structure of composition C29H24N4O3PPtS2 from the Open Molecules 2025 dataset. Energies are from the ωB97M-V functional and the def2-TZVPD basis.

Computed properties:
Multiplicity: 1
Orbital gap, eV: 6.5
ΔE to the lowest compared entry with this formula, charge and spin, eV: 0.271
Net charge: -1
Highest occupied orbital energy, eV: -4.09
E, Ha: -2821.4871
LUMO energy, eV: 2.45

Atoms and positions in Å:
Pt 0.028882 1.116650 0.779366
O 2.170730 1.773081 -4.036484
C 3.020285 0.923910 -3.436035
C 4.000917 0.316276 -4.221650
C 4.893456 -0.578358 -3.662978
C 4.832659 -0.884352 -2.306258
C 3.863452 -0.281780 -1.524962
C 2.948681 0.619676 -2.066153
C 1.889996 1.178415 -1.190819
O 1.890224 0.810075 0.051409
N 1.021420 1.989538 -1.717537
N 0.092894 2.468015 -0.762625
C -0.505179 3.545362 -1.164947
C -1.347586 4.465326 -0.456487
C -2.223145 5.240607 -1.239297
C -3.052103 6.188919 -0.695606
C -2.972516 6.421558 0.693350
C -2.100042 5.741277 1.491237
C -1.230324 4.702906 0.982208
O -0.433713 4.093184 1.721731
H 1.527099 2.073347 -3.339140
H 4.032641 0.562983 -5.275122
H 5.643970 -1.042997 -4.291427
H 5.529806 -1.585972 -1.867786
H 3.782731 -0.500159 -0.468166
H -0.315302 3.780459 -2.213107
H -2.252023 5.056250 -2.310175
H -3.735343 6.755918 -1.313745
H -3.613259 7.178250 1.136682
H -2.033859 5.950633 2.552591
N -3.759678 1.263633 2.447199
C -4.092145 1.591268 1.151865
C -2.924295 1.608186 0.466912
N -1.895496 1.292865 1.329334
C -2.432658 1.070818 2.504438
H -4.396213 1.091933 3.202541
H -5.101642 1.790667 0.844408
H -2.735454 1.847337 -0.561562
H -1.894724 0.771966 3.385170
S -2.753391 -2.084723 1.881250
P -0.800771 -2.146199 1.658144
S 0.335668 -0.573854 2.322477
C -0.352964 -2.538829 -0.066494
C -1.203554 -3.340924 -0.821877
C -0.843525 -3.714328 -2.107822
C 0.361587 -3.284210 -2.647238
C 1.208989 -2.479550 -1.899295
C 0.854955 -2.109600 -0.608848
C -0.064201 -3.546529 2.586044
C -0.880705 -4.528611 3.129898
C -0.323842 -5.621371 3.782037
C 1.053279 -5.738570 3.890999
C 1.874349 -4.759701 3.345029
C 1.320565 -3.669746 2.693137
H -2.152584 -3.645832 -0.399166
H -1.511085 -4.333242 -2.694987
H 0.635453 -3.565208 -3.656910
H 2.142374 -2.126212 -2.321412
H 1.501239 -1.461023 -0.029620
H -1.954805 -4.418742 3.042913
H -0.969501 -6.381158 4.205135
H 1.488825 -6.589401 4.400587
H 2.950847 -4.844605 3.427856
H 1.959652 -2.905506 2.269790

Atoms 1-6, force components in eV/Å:
0.04 -0.13 0.08
0.03 -0.04 0.00
-0.05 0.02 -0.03
0.00 -0.01 -0.01
0.00 0.00 0.00
0.00 0.03 0.00

Mulliken atomic charge list, values in e, 4 entries: Pt 0.457; O -0.686; C 0.415; C -0.655